(1)
119
Properties=species:S:1:pos:R:3 method="wB97M-V/def2-TZVPD" lumo_ev=-4.344 e_homo_ev=-11.25 charge=+1
C 2.05953 2.07030 0.19919
C 0.98625 1.15575 -0.29136
C 0.99784 -0.20894 -0.02873
C -0.03085 -1.03573 -0.47051
C -1.08294 -0.49671 -1.19629
C -2.20971 -1.38660 -1.65504
N -3.54312 -0.77570 -1.45416
C -4.27613 -0.48111 -2.55398
C -5.52172 0.09524 -2.48725
P -6.43179 0.47544 -4.03285
N -7.92698 0.02555 -4.00949
C -6.05089 0.37839 -1.21686
P -7.68034 1.14511 -0.81519
O -8.16672 0.53653 0.44592
C -5.28901 0.05754 -0.11802
C -4.02953 -0.52783 -0.22641
C -3.29723 -0.84458 1.03884
C -3.76312 -2.16672 1.67793
C -3.12642 -3.40477 1.04236
C -4.02938 -4.03122 0.02265
O -5.15457 -3.70718 -0.14774
O -3.45853 -5.02475 -0.73075
C -1.11951 0.86973 -1.48093
C -0.08481 1.67058 -1.02945
H 2.40862 2.75600 -0.56417
H 1.62093 2.69321 0.98104
H 2.88872 1.54906 0.65103
H 1.82895 -0.60699 0.53200
H 0.00378 -2.08474 -0.22839
H -2.10679 -1.53979 -2.72596
H -2.16218 -2.37436 -1.21984
H -3.82180 -0.72844 -3.49936
H -5.68229 -0.10628 -5.07173
H -6.31264 1.87763 -4.10327
H -8.13885 -0.63559 -4.74596
H -8.55156 0.92949 -1.88800
H -7.48171 2.53258 -0.66056
H -5.68346 0.26215 0.86610
H -2.21713 -0.84042 0.94256
H -3.54342 -0.04742 1.73360
H -4.84526 -2.22892 1.70143
H -3.43152 -2.13698 2.71180
H -2.90919 -4.16860 1.78633
H -2.16401 -3.14486 0.61215
H -3.38028 -4.67946 -1.63175
H -1.95914 1.26583 -2.03542
H -0.09986 2.73395 -1.23569
C -0.53513 -8.04662 -3.20642
C -0.64664 -6.56694 -2.89600
O -2.00072 -6.17498 -2.67037
H -1.12971 -8.29564 -4.08513
H 0.50105 -8.33103 -3.39204
H -0.91308 -8.64491 -2.37445
H -0.28538 -5.97221 -3.73385
H -0.04855 -6.31484 -2.01416
H -2.33482 -6.68313 -1.92401
C 2.34630 -5.27610 0.62638
C 2.17300 -3.82080 1.01270
O 0.80952 -3.51382 1.33106
H 1.71763 -5.51943 -0.23007
H 3.38385 -5.49215 0.37150
H 2.04997 -5.93217 1.44788
H 2.45235 -3.16874 0.18563
H 2.80502 -3.57554 1.87072
H 0.55323 -4.07140 2.07227
C 7.23551 2.17803 -0.49332
C 6.29581 1.13204 0.07133
O 4.97310 1.25930 -0.46169
H 6.86159 3.18044 -0.28178
H 8.23297 2.08167 -0.06375
H 7.31219 2.08090 -1.58010
H 6.20493 1.24329 1.15059
H 6.67234 0.12591 -0.13922
H 5.03212 1.15092 -1.41585
C 11.65356 4.43073 -1.06322
C 10.22004 4.36819 -0.56976
O 10.12671 3.70208 0.68826
H 12.06679 3.42599 -1.15405
H 11.71468 4.92449 -2.03398
H 12.28073 4.97965 -0.35737
H 9.60056 3.80401 -1.26541
H 9.79943 5.37512 -0.47743
H 10.65850 4.19173 1.32256
C -8.88701 -1.19020 4.19960
C -10.08441 -1.06714 3.27396
O -10.31253 0.28003 2.88411
H -9.03176 -0.57872 5.09073
H -8.73035 -2.22598 4.50656
H -7.98110 -0.83508 3.70063
H -10.98980 -1.40458 3.77613
H -9.93812 -1.68406 2.38024
H -9.52229 0.58350 2.42443
C 1.52647 1.23204 -5.04853
C 1.36557 2.69470 -4.67803
O 0.01071 3.01138 -4.36202
H 0.89222 0.98479 -5.90053
H 2.56138 1.00233 -5.30496
H 1.22629 0.58954 -4.21517
H 1.64731 3.33569 -5.51079
H 2.00470 2.94366 -3.82370
H -0.24457 2.45906 -3.61821
C 1.60177 2.51920 5.46557
C 1.71255 1.79881 4.13456
O 3.02132 1.92072 3.57237
H 1.84149 3.57715 5.34947
H 0.59499 2.43324 5.87574
H 2.30510 2.10269 6.19007
H 1.02336 2.22886 3.40816
H 1.46916 0.73756 4.25216
H 3.64377 1.52784 4.19451
C 3.50116 5.76489 2.99186
C 4.83215 5.13621 3.36172
O 4.73866 4.37838 4.56299
H 3.14957 6.41022 3.79773
H 3.58507 6.35773 2.07944
H 2.74482 4.99124 2.83445
H 5.58388 5.90444 3.53558
H 5.18634 4.48986 2.55067
H 4.08241 3.69066 4.41132

---

(2)
7
Properties=species:S:1:pos:R:3 method="wB97M-V/def2-TZVPD" lumo_ev=3.430 e_homo_ev=-4.67 charge=-1
N -2.19899 -0.89478 -1.35559
C -1.19956 -1.14845 -0.86089
S 0.31453 -1.63016 -0.20141
O 1.15180 -0.26442 -0.19238
C 0.70032 1.09222 0.73788
O 1.68976 1.79715 0.91209
O -0.45786 1.04844 0.96029

---

(3)
4
Properties=species:S:1:pos:R:3 method="wB97M-V/def2-TZVPD" lumo_ev="-2.067 / -2.069" e_homo_ev="-9.99 / -9.99" charge=0
O 1.87496 0.28757 -0.06062
F -2.17799 -0.61440 -0.01699
P -0.91088 0.87877 0.04073
S 0.61574 -0.44485 0.10992

---

(4)
48
Properties=species:S:1:pos:R:3 method="wB97M-V/def2-TZVPD" lumo_ev=-1.875 e_homo_ev=-9.69 charge=0
O -2.67159 3.86282 1.15435
C -1.43325 3.68329 1.07613
C -0.73678 2.43511 1.08870
C 0.54293 2.19603 0.78704
O 1.16683 0.98687 0.78081
C 1.41024 3.32700 0.34972
O 2.52559 3.15708 0.02474
C 0.80337 4.71154 0.38737
C -0.47471 4.85840 0.72970
O -0.98363 6.12256 0.78189
H -1.37906 1.61726 1.38026
H 2.08302 1.09180 0.51401
H 1.35350 5.59883 0.11082
H -1.91680 6.10928 1.00688
O -4.67115 -3.61096 -1.05086
C -3.58131 -3.45939 -0.56624
C -2.97062 -2.13599 -0.22382
C -1.70677 -1.95733 0.28283
O -1.28199 -0.67124 0.54806
C -0.77118 -3.09253 0.63844
O 0.35855 -2.94841 1.08862
C -1.48356 -4.41647 0.36571
C -2.69941 -4.59127 -0.20027
O -3.20077 -5.78047 -0.47958
H -3.41872 -1.23646 -0.61937
H -0.64093 -0.75662 1.25754
H -1.01109 -5.32788 0.70111
H -4.08418 -5.55562 -0.78064
Cl -4.17333 3.85637 -2.73720
C -3.92901 2.37216 -1.77828
Cl -2.27898 1.82577 -1.98208
Cl -5.11977 1.16110 -2.26187
H -4.11808 2.50340 -0.71285
C 2.22979 -0.40291 -2.07762
C 2.79824 -1.50862 -1.15620
O 3.25036 -0.84344 -0.00806
C 3.67708 -1.66543 1.03349
C 4.71064 -0.80442 1.78016
H 2.91511 0.37425 -2.41591
H 1.74245 -0.94958 -2.88494
H 1.39949 0.16181 -1.65361
H 2.09589 -2.30648 -0.91490
H 3.72581 -1.93510 -1.53808
H 2.76500 -1.89709 1.58354
H 4.22691 -2.56888 0.76973
H 5.44678 -0.48491 1.04251
H 5.28413 -1.19980 2.61854
H 4.22497 0.09457 2.15969

---

What did the fourth record say?
48
Properties=species:S:1:pos:R:3 method="wB97M-V/def2-TZVPD" lumo_ev=-1.875 e_homo_ev=-9.69 charge=0
O -2.67159 3.86282 1.15435
C -1.43325 3.68329 1.07613
C -0.73678 2.43511 1.08870
C 0.54293 2.19603 0.78704
O 1.16683 0.98687 0.78081
C 1.41024 3.32700 0.34972
O 2.52559 3.15708 0.02474
C 0.80337 4.71154 0.38737
C -0.47471 4.85840 0.72970
O -0.98363 6.12256 0.78189
H -1.37906 1.61726 1.38026
H 2.08302 1.09180 0.51401
H 1.35350 5.59883 0.11082
H -1.91680 6.10928 1.00688
O -4.67115 -3.61096 -1.05086
C -3.58131 -3.45939 -0.56624
C -2.97062 -2.13599 -0.22382
C -1.70677 -1.95733 0.28283
O -1.28199 -0.67124 0.54806
C -0.77118 -3.09253 0.63844
O 0.35855 -2.94841 1.08862
C -1.48356 -4.41647 0.36571
C -2.69941 -4.59127 -0.20027
O -3.20077 -5.78047 -0.47958
H -3.41872 -1.23646 -0.61937
H -0.64093 -0.75662 1.25754
H -1.01109 -5.32788 0.70111
H -4.08418 -5.55562 -0.78064
Cl -4.17333 3.85637 -2.73720
C -3.92901 2.37216 -1.77828
Cl -2.27898 1.82577 -1.98208
Cl -5.11977 1.16110 -2.26187
H -4.11808 2.50340 -0.71285
C 2.22979 -0.40291 -2.07762
C 2.79824 -1.50862 -1.15620
O 3.25036 -0.84344 -0.00806
C 3.67708 -1.66543 1.03349
C 4.71064 -0.80442 1.78016
H 2.91511 0.37425 -2.41591
H 1.74245 -0.94958 -2.88494
H 1.39949 0.16181 -1.65361
H 2.09589 -2.30648 -0.91490
H 3.72581 -1.93510 -1.53808
H 2.76500 -1.89709 1.58354
H 4.22691 -2.56888 0.76973
H 5.44678 -0.48491 1.04251
H 5.28413 -1.19980 2.61854
H 4.22497 0.09457 2.15969